1.
A gas-phase ion, C3H4NO5P (charge -2) in a non-equilibrium geometry, computed with ωB97M-V/def2-TZVPD.

Results
multiplicity	1
DFT total energy	-888.97916	Eh
total charge	-2
HOMO energy	0.042	eV
SMILES	C=C[C@@H]([N+](=O)[O-])P(=O)([O-])[O-]
relative energy (zero: lowest compared OMol25 entry of this formula, charge and spin)	2.438	eV
HOMO-LUMO gap	6.6	eV

CARTESIAN COORDINATES (ANGSTROEM)
C1 0.161 1.944 1.016
C2 -0.380 1.212 0.044
C3 -0.452 -0.260 0.088
N1 -1.295 -0.814 -0.938
O1 -1.807 -1.914 -0.758
O2 1.913 -0.813 1.124
O3 0.911 -2.717 -0.140
O4 -1.617 -0.110 -1.903
O5 1.873 -0.810 -1.442
P1 1.318 -1.314 -0.146
H1 0.093 3.019 0.863
H2 0.738 1.488 1.952
H3 -0.928 1.825 -0.768
H4 -0.527 -0.737 1.010

Force components x, y, z for each atom (eV/Å):
1.22 -0.43 1.83
-0.93 0.41 -0.31
0.23 0.59 -2.89
-1.56 0.70 1.30
0.17 -0.26 -0.12
0.62 0.78 1.29
-1.20 -2.43 0.14
0.43 -0.13 -0.49
0.14 0.61 -0.54
1.60 1.35 -0.76
0.26 0.05 0.47
-1.29 1.01 -2.34
1.09 -1.58 1.09
-0.79 -0.66 1.35

=====

2.
A single C3H4NOP molecule in a non-equilibrium geometry, computed with ωB97M-V/def2-TZVPD.

Results
multiplicity	1
DFT total energy	-588.02060	Eh
HOMO energy	-9.982	eV
SMILES	C[C@@H](C#N)P=O
relative energy (zero: lowest compared OMol25 entry of this formula, charge and spin)	0.158	eV
HOMO-LUMO gap	8.8	eV

CARTESIAN COORDINATES (ANGSTROEM)
C1 -0.536 1.283 0.629
C2 1.031 -0.045 -0.708
C3 -0.050 -0.054 0.505
N1 -0.932 2.354 0.518
O1 -2.071 -1.690 0.968
P1 -1.486 -1.064 -0.208
H1 1.264 1.034 -0.901
H2 1.962 -0.765 -0.533
H3 0.461 -0.399 -1.607
H4 0.357 -0.655 1.337

Force components x, y, z for each atom (eV/Å):
0.18 0.00 0.56
0.08 -0.53 0.31
1.65 -1.43 -1.89
-0.26 0.37 0.10
-0.80 -0.83 0.77
0.47 0.64 -0.23
0.44 -1.23 0.11
-2.06 1.83 -0.29
0.82 0.18 0.42
-0.52 0.98 0.14

=====

3.
2 unconnected molecules or ions with the total composition C3H4NOS in a non-equilibrium geometry, computed with ωB97M-V/def2-TZVPD.

Results
multiplicity	1
DFT total energy	-644.84151	Eh
total charge	-1
HOMO energy (spin up / spin down)	-2.260 / -2.256	eV
relative energy (zero: lowest compared OMol25 entry of this formula, charge and spin)	2.498	eV
HOMO-LUMO gap (spin up / spin down)	5.8 / 5.8	eV

CARTESIAN COORDINATES (ANGSTROEM)
C1 -0.119 -0.502 -0.296
C2 0.080 1.901 -1.369
C3 0.278 -0.566 1.165
N1 -0.619 -1.459 -0.917
O1 0.248 1.870 -2.523
S1 -0.015 2.931 -0.123
H1 0.675 -1.594 1.169
H2 0.850 0.310 1.336
H3 -0.508 -0.535 1.818
H4 -0.870 -2.356 -0.261

Force components x, y, z for each atom (eV/Å):
-0.01 2.00 -0.26
0.27 -0.54 0.24
0.87 -0.94 -2.65
-1.31 -2.44 0.30
-0.13 -0.89 -0.51
-0.18 0.16 0.98
0.82 0.56 0.81
1.38 0.25 0.63
-2.50 0.08 1.56
0.79 1.74 -1.10

=====

4.
2 unconnected molecules or ions with the total composition C3H4NOS2 in a non-equilibrium geometry, computed with ωB97M-V/def2-TZVPD.

Results
multiplicity	1
DFT total energy	-1042.66939	Eh
total charge	+1
HOMO energy	-12.676	eV
relative energy (zero: lowest compared OMol25 entry of this formula, charge and spin)	2.956	eV
HOMO-LUMO gap	7.2	eV

CARTESIAN COORDINATES (ANGSTROEM)
C1 -0.343 0.928 0.137
C2 -1.408 -1.848 -0.434
C3 2.696 -0.174 -0.121
N1 -0.015 -0.269 -0.049
O1 -2.277 -1.902 0.292
S1 4.254 -0.443 -0.078
S2 1.296 -1.172 0.224
H1 0.538 1.584 0.364
H2 -1.342 1.473 0.120
H3 -0.776 -2.138 -1.292
H4 2.376 0.912 -0.228

Force components x, y, z for each atom (eV/Å):
1.43 2.66 0.51
-0.02 1.16 0.60
-0.62 2.77 0.28
-3.74 -0.88 -0.25
1.01 -0.14 -0.97
0.20 -0.86 -0.02
2.17 -1.55 0.03
-1.10 -0.05 0.01
1.02 -1.54 -0.35
-0.46 -0.27 0.39
0.10 -1.28 -0.22

=====

5.
A molecular structure, C3H4NP in a non-equilibrium geometry, computed with ωB97M-V/def2-TZVPD.

Results
multiplicity	1
DFT total energy	-512.57735	Eh
HOMO energy (spin up / spin down)	-8.834 / -8.833	eV
relative energy (zero: lowest compared OMol25 entry of this formula, charge and spin)	5.403	eV
HOMO-LUMO gap (spin up / spin down)	8.3 / 8.3	eV

CARTESIAN COORDINATES (ANGSTROEM)
C1 0.507 1.246 -0.288
C2 1.590 0.312 -0.422
C3 -1.130 -0.188 0.115
N1 -0.764 1.064 0.041
P1 0.534 -1.177 -0.150
H1 1.031 2.270 -0.288
H2 -0.540 -1.716 -0.914
H3 -2.000 -0.466 0.652
H4 0.773 -1.345 1.254

Force components x, y, z for each atom (eV/Å):
6.11 1.31 -0.42
-2.55 0.02 -0.59
3.00 1.96 0.95
-2.91 -1.41 -0.09
-0.87 2.07 0.98
-1.76 -1.05 0.14
0.50 -1.36 -0.12
-1.00 -0.49 -0.18
-0.52 -1.05 -0.68

=====

6.
A single C3H4NP molecule in a non-equilibrium geometry, computed with ωB97M-V/def2-TZVPD.

Results
multiplicity	1
DFT total energy	-512.67694	Eh
HOMO energy (spin up / spin down)	-8.308 / -8.308	eV
SMILES	C=CN1C=P1
relative energy (zero: lowest compared OMol25 entry of this formula, charge and spin)	2.693	eV
HOMO-LUMO gap (spin up / spin down)	7.7 / 7.7	eV

CARTESIAN COORDINATES (ANGSTROEM)
C1 0.233 0.715 0.566
C2 1.082 0.685 -0.439
C3 -1.230 -1.006 -0.143
N1 -0.794 -0.173 0.827
P1 -0.538 -2.306 0.628
H1 0.175 1.582 1.259
H2 1.772 1.465 -0.719
H3 -1.844 -0.726 -0.940
H4 1.145 -0.236 -1.039

Force components x, y, z for each atom (eV/Å):
-0.52 1.96 0.85
0.65 -1.15 -1.28
0.27 -1.00 0.86
0.19 -1.75 0.95
-0.16 1.51 0.05
0.29 -0.61 -0.45
0.02 0.15 0.40
-0.62 0.36 -1.50
-0.11 0.53 0.12

=====

7.
A single C3H4O molecule in a non-equilibrium geometry, computed with ωB97M-V/def2-TZVPD.

Results
multiplicity	1
DFT total energy	-191.84019	Eh
HOMO energy	-10.174	eV
SMILES	C#CCO
relative energy (zero: lowest compared OMol25 entry of this formula, charge and spin)	1.899	eV
HOMO-LUMO gap	11.1	eV

CARTESIAN COORDINATES (ANGSTROEM)
C1 -0.690 0.602 0.040
C2 0.750 0.211 -0.089
C3 1.909 -0.149 0.038
H1 -1.138 -1.183 0.472
H2 -0.918 0.929 1.056
H3 -0.854 1.414 -0.623
H4 2.905 -0.827 -0.029
O1 -1.476 -0.539 -0.101

Force components x, y, z for each atom (eV/Å):
1.79 -0.80 1.59
1.29 0.02 0.99
1.20 -2.16 -0.80
0.75 -1.45 1.25
0.65 0.73 0.08
-0.96 0.28 -0.95
-2.95 2.45 0.29
-1.77 0.93 -2.46

=====

8.
A single C3H4O molecule in a non-equilibrium geometry, computed with ωB97M-V/def2-TZVPD.

Results
multiplicity	1
DFT total energy	-191.85066	Eh
HOMO energy	-10.197	eV
SMILES	C#CCO
relative energy (zero: lowest compared OMol25 entry of this formula, charge and spin)	1.614	eV
HOMO-LUMO gap	11.1	eV

CARTESIAN COORDINATES (ANGSTROEM)
C1 0.701 0.465 0.039
C2 -0.754 -0.050 -0.136
C3 -1.915 -0.338 0.089
H1 1.568 -1.274 -0.575
H2 1.019 1.254 -0.780
H3 0.734 1.000 0.979
H4 -2.971 -0.466 0.233
O1 1.617 -0.592 0.152

Force components x, y, z for each atom (eV/Å):
-1.08 0.20 -2.06
0.20 0.74 1.04
1.22 0.59 -0.56
-0.28 1.46 1.00
-0.86 -1.66 1.27
-0.05 0.00 0.20
0.39 -0.21 -0.12
0.45 -1.12 -0.76

=====

9.
A single C3H4O molecule, computed with ωB97M-V/def2-TZVPD.

Results
multiplicity	1
DFT total energy	-191.90865	Eh
HOMO energy	-10.077	eV
SMILES	C=CC=O
relative energy (zero: lowest compared OMol25 entry of this formula, charge and spin)	0.037	eV
HOMO-LUMO gap	10.1	eV

CARTESIAN COORDINATES (ANGSTROEM)
C1 -1.056 -0.613 -0.006
C2 -0.275 0.462 0.002
C3 1.204 0.322 -0.009
H1 -2.142 -0.566 0.010
H2 -0.605 -1.606 -0.010
H3 -0.688 1.472 0.020
H4 1.781 1.274 -0.013
O1 1.782 -0.744 0.005

Force components x, y, z for each atom (eV/Å):
0.01 -0.27 0.07
-0.21 0.11 -0.02
0.33 -0.36 0.11
0.20 0.13 -0.02
-0.06 0.23 -0.04
0.12 -0.23 -0.03
-0.11 -0.21 -0.03
-0.28 0.60 -0.05

=====

10.
A single C3H4O molecule, computed with ωB97M-V/def2-TZVPD.

Results
multiplicity	1
DFT total energy	-191.87205	Eh
HOMO energy	-8.916	eV
SMILES	C=C=CO
relative energy (zero: lowest compared OMol25 entry of this formula, charge and spin)	1.032	eV
HOMO-LUMO gap	9.7	eV

CARTESIAN COORDINATES (ANGSTROEM)
O1 -1.701 1.183 -0.008
C1 -1.041 0.045 0.359
C2 0.231 -0.204 0.178
C3 1.423 -0.585 -0.196
H1 -1.057 1.779 -0.414
H2 -1.699 -0.674 0.837
H3 1.506 -1.155 -1.119
H4 2.337 -0.389 0.363

Force components x, y, z for each atom (eV/Å):
0.15 0.21 -0.12
0.20 -0.30 0.12
-0.11 -0.09 -0.12
-0.13 -0.02 0.01
-0.17 -0.02 0.02
0.10 0.15 0.08
0.19 0.13 0.01
-0.22 -0.05 0.00

=====

Question: Look up the multiplicity of the sixth one.
Answer: 1

=====

What did the ninth record say?
A single C3H4O molecule, computed with ωB97M-V/def2-TZVPD.

Results
multiplicity	1
DFT total energy	-191.90865	Eh
HOMO energy	-10.077	eV
SMILES	C=CC=O
relative energy (zero: lowest compared OMol25 entry of this formula, charge and spin)	0.037	eV
HOMO-LUMO gap	10.1	eV

CARTESIAN COORDINATES (ANGSTROEM)
C1 -1.056 -0.613 -0.006
C2 -0.275 0.462 0.002
C3 1.204 0.322 -0.009
H1 -2.142 -0.566 0.010
H2 -0.605 -1.606 -0.010
H3 -0.688 1.472 0.020
H4 1.781 1.274 -0.013
O1 1.782 -0.744 0.005

Force components x, y, z for each atom (eV/Å):
0.01 -0.27 0.07
-0.21 0.11 -0.02
0.33 -0.36 0.11
0.20 0.13 -0.02
-0.06 0.23 -0.04
0.12 -0.23 -0.03
-0.11 -0.21 -0.03
-0.28 0.60 -0.05